# 1
8
Properties=species:S:1:pos:R:3:mulliken_charge:R:1 method="wB97M-V/def2-TZVPD" e_tot_ev=-5749.71069 e_lumo_ev=-0.78
C 0.08 2.38 1.19 -0.446
C -0.77 2.59 2.03 -0.260
H 0.90 2.37 0.49 0.343
H -1.52 2.58 2.79 0.362
C 0.09 -1.95 -1.15 -0.308
O 0.05 -3.20 -1.11 -0.487
Cs 1.89 -3.28 -3.74 0.803
H -0.72 -1.48 -0.50 -0.008

# 2
50
Properties=species:S:1:pos:R:3:mulliken_charge:R:1 method="wB97M-V/def2-TZVPD" e_tot_ev=-30092.50356 e_above_lowest_ev=0.000 e_lumo_ev=-5.79 charge=+1
C -3.39 2.48 3.11 -1.258
C -2.38 2.18 2.02 -0.452
C -1.55 0.97 2.32 0.564
C -1.82 -0.29 1.90 -0.248
C -1.18 -1.46 2.53 -1.028
O -0.42 1.16 3.03 -0.490
Si 1.10 1.60 2.34 0.120
C 1.45 3.27 3.11 -0.985
C 2.16 0.21 2.96 -0.922
C 1.03 1.66 0.48 -0.605
H -3.96 3.37 2.83 0.390
H -4.09 1.65 3.24 0.308
H -2.90 2.68 4.07 0.322
H -2.90 1.96 1.08 0.300
H -1.74 3.06 1.86 0.265
H -2.58 -0.46 1.14 0.405
H -1.74 -2.35 2.22 0.385
H -0.14 -1.60 2.19 0.064
H -1.18 -1.41 3.63 0.277
H 2.41 3.67 2.76 0.348
H 0.66 3.99 2.85 0.286
H 1.49 3.17 4.20 0.288
H 3.19 0.29 2.58 0.345
H 2.19 0.24 4.07 0.241
H 1.76 -0.78 2.67 0.258
H 2.02 1.95 0.08 0.305
H 0.78 0.68 0.04 0.097
H 0.29 2.39 0.09 0.428
C -0.73 -2.90 -3.61 -0.836
C -2.01 -2.65 -4.50 -0.725
C -2.12 -1.15 -4.52 -0.334
C -1.15 -0.56 -3.73 -0.666
C -0.27 -1.54 -3.20 0.921
C 1.00 -1.32 -2.58 0.954
C 1.60 -0.03 -2.52 -0.376
C 2.85 0.14 -1.94 -0.699
C 3.51 -0.94 -1.35 -0.318
C 2.97 -2.23 -1.45 -0.805
C 1.74 -2.43 -2.06 -0.398
H -0.98 -3.52 -2.74 0.412
H 0.04 -3.42 -4.21 0.380
H -1.83 -3.08 -5.50 0.334
H -2.87 -3.16 -4.04 0.316
H -2.90 -0.64 -5.09 0.458
H -1.03 0.51 -3.52 0.446
H 1.06 0.82 -2.95 0.247
H 3.29 1.14 -1.92 0.447
H 4.44 -0.78 -0.80 0.450
H 3.49 -3.09 -1.02 0.397
H 1.32 -3.44 -2.15 0.383

# 3
12
Properties=species:S:1:pos:R:3:mulliken_charge:R:1 method="wB97M-V/def2-TZVPD" smiles="N/N=C/n1ncnn1" e_tot_ev=-11076.18773 e_above_lowest_ev=2.028 e_lumo_ev=0.38
C -1.05 0.50 -0.13 0.008
C 2.41 0.35 0.01 0.140
H -3.25 0.90 0.32 0.207
H -3.66 -0.71 0.46 0.264
H -1.18 1.53 -0.32 0.407
H 3.44 0.83 0.10 0.361
N -3.10 -0.02 0.02 -0.449
N -1.90 -0.45 -0.08 -0.124
N 0.32 0.22 0.01 0.911
N 1.30 1.12 0.07 -0.994
N 2.07 -0.95 -0.02 -0.401
N 0.80 -1.03 0.02 -0.328

# 4
34
Properties=species:S:1:pos:R:3:mulliken_charge:R:1 method="wB97M-V/def2-TZVPD" e_tot_ev=-145293.49234 e_above_lowest_ev=0.033 e_lumo_ev=2.90 charge=-1
Cu 0.22 0.33 1.02 -0.414
N -2.85 -2.74 1.83 -0.508
C -2.11 -1.58 1.68 0.452
S -0.51 -1.57 2.32 -0.403
N -2.74 -0.60 1.08 -1.097
N -1.95 0.46 0.87 0.964
C -2.47 1.62 0.72 -0.746
C -1.54 2.74 0.58 0.877
C -1.95 3.99 0.12 -0.803
C -1.01 5.00 0.01 -0.153
C 0.31 4.74 0.35 -0.680
C 0.63 3.47 0.80 -0.149
N -0.27 2.50 0.94 -0.259
H -2.29 -3.57 1.96 0.223
H -3.61 -2.82 1.17 0.262
H -3.54 1.78 0.73 0.350
H -2.98 4.14 -0.17 0.342
H -1.31 5.98 -0.36 0.390
H 1.07 5.50 0.28 0.353
H 1.65 3.21 1.06 0.422
C 2.47 -3.07 0.29 -0.907
Si 1.98 -1.81 -1.02 0.536
C 3.10 -2.14 -2.51 -1.055
C 0.22 -2.25 -1.56 -0.685
Se 2.19 0.30 -0.38 -0.476
H 2.42 -4.09 -0.12 0.298
H 1.79 -3.01 1.15 0.203
H 3.49 -2.89 0.65 0.266
H 3.02 -3.18 -2.85 0.319
H 4.15 -1.95 -2.25 0.246
H 2.84 -1.49 -3.35 0.261
H 0.15 -3.31 -1.86 0.338
H -0.09 -1.63 -2.41 0.273
H -0.47 -2.07 -0.74 -0.039

| no. | orbital gap (eV) | molar mass (Da) |
| --- | --- | --- |
| 1 | 4.166 | 187.96 |
| 2 | 4.344 | 301.53 |
| 3 | 9.251 | 112.10 |
| 4 | 6.484 | 394.92 |